Entry 1:
Computed, not measured: a 2-piece molecular cluster, C3H4O3S overall at a distorted geometry, with ωB97M-V with the def2-TZVPD basis set.

Calculated values
maximum force: 5.43 eV/Å
spin multiplicity: 1
HOMO-LUMO gap (spin up / spin down): 7.6997 / 7.6976 eV
HOMO (spin up / spin down): -0.313 / -0.313 hartree

Structure (XYZ):
```
11
Properties=species:S:1:pos:R:3:forces:R:3:lowdin_charge:R:1
C 1.864 -1.654 0.042 -4.03 1.88 -1.77 -0.03
C 0.318 -1.101 -0.380 5.07 -1.81 0.69 -0.08
C -0.097 0.172 0.241 -0.21 0.11 0.42 -0.18
O 3.790 1.058 -0.950 0.25 -0.39 0.01 -0.41
O 4.152 0.385 1.358 0.25 -0.27 -0.29 -0.42
O 2.997 -1.694 -0.226 -1.60 -0.95 0.40 -0.03
S 4.464 0.182 -0.031 0.20 1.49 0.35 0.87
H -0.373 -1.925 -0.435 -0.03 -0.33 0.13 0.04
H 0.756 0.782 0.529 -0.02 0.11 0.00 0.07
H -0.775 0.051 1.090 0.08 0.13 0.04 0.07
H -0.646 0.714 -0.537 0.03 0.03 0.02 0.09
```
Forces are in eV/Å.

***

Entry 2:
Computed, not measured: C3H4O3S as an isolated structure at a distorted geometry, with ωB97M-V with the def2-TZVPD basis set.

Calculated values
maximum force: 4.86 eV/Å
spin multiplicity: 1
HOMO-LUMO gap: 8.7384 eV
HOMO: -0.361 hartree

Structure (XYZ):
```
11
Properties=species:S:1:pos:R:3:forces:R:3:lowdin_charge:R:1
C -0.229 0.555 1.561 0.58 -1.85 0.54 -0.12
C 0.426 -0.534 0.507 1.64 -1.42 1.31 -0.29
C 0.107 -0.296 -1.071 0.80 0.43 -1.14 -0.65
H -1.081 1.448 -0.059 -0.31 -0.46 0.93 0.05
H 0.609 1.402 2.277 -2.67 -2.62 -2.82 0.21
H -0.437 -0.422 2.378 -0.41 3.51 -1.91 0.17
H 0.421 -1.036 -3.525 0.97 -0.04 2.75 -0.02
O -1.429 1.134 0.814 2.74 -0.74 2.37 -0.13
O 1.070 -1.547 0.871 -2.41 3.90 -1.61 0.03
O -0.547 0.606 -1.541 0.16 -0.53 0.81 -0.02
S 1.091 -1.309 -2.212 -1.08 -0.19 -1.23 0.77
```
Forces are in eV/Å.

***

Entry 3:
Computed, not measured: C3H4O3Tm as an isolated structure at a distorted geometry, with ωB97M-V with the def2-TZVPD basis set.

Calculated values
maximum force: 3.89 eV/Å
net charge: +2
spin multiplicity: 4
⟨S²⟩: 3.75
HOMO-LUMO gap (spin up / spin down): 5.2363 / 5.2056 eV
HOMO (spin up / spin down): -0.598 / -0.598 hartree

Structure (XYZ):
```
11
Properties=species:S:1:pos:R:3:forces:R:3:lowdin_charge:R:1
C -1.849 0.128 0.540 -0.24 -1.26 -0.77 0.10
C -1.124 0.259 -0.571 -1.73 0.30 0.54 -0.14
O 0.090 0.938 -0.537 3.18 -0.21 0.90 0.06
C 1.257 0.397 -0.099 -3.81 -0.30 -0.72 -0.55
O 1.485 0.225 1.161 -1.11 -0.34 0.85 0.23
O 1.994 -0.035 -0.972 2.99 -2.01 -0.98 -0.03
H -1.438 -0.228 1.484 0.00 1.33 0.38 0.08
H -1.474 0.059 -1.586 -0.02 0.78 0.27 0.14
H -2.934 0.080 0.440 0.26 -0.81 -0.05 0.09
Tm 3.364 -2.004 -1.566 -0.95 1.80 0.42 1.82
H 0.630 0.182 1.706 1.43 0.72 -0.84 0.20
```
Forces are in eV/Å.

***

Entry 4:
Computed, not measured: C3H4O4Tm as an isolated structure at a distorted geometry, with ωB97M-V with the def2-TZVPD basis set.

Calculated values
maximum force: 4.99 eV/Å
net charge: +3
spin multiplicity: 3
⟨S²⟩: 2.01
HOMO-LUMO gap (spin up / spin down): 9.0777 / 5.4516 eV
HOMO (spin up / spin down): -0.838 / -0.814 hartree

Structure (XYZ):
```
12
Properties=species:S:1:pos:R:3:forces:R:3:lowdin_charge:R:1
C -0.742 -0.275 0.396 -4.78 1.43 -0.08 -0.35
O -1.102 0.577 -0.415 1.59 -1.27 1.73 0.02
O -0.861 -1.567 0.175 3.21 -1.85 0.43 0.19
C -0.451 -2.202 1.357 -3.04 -1.92 -2.84 0.17
O -1.095 -0.162 1.833 1.43 -0.84 -0.14 0.23
C -0.919 -1.396 2.361 1.73 4.01 0.69 0.19
Tm -2.280 1.262 -2.314 -0.04 0.39 -0.38 1.90
H -0.795 -1.486 3.438 -0.74 -0.11 0.22 0.21
H -0.429 -3.286 1.310 0.68 -0.15 0.01 0.21
O 1.903 -0.784 0.108 -2.84 -2.76 1.70 0.01
H 2.112 0.071 0.499 0.55 -0.12 0.83 0.08
H 1.597 -1.542 0.817 2.27 3.18 -2.16 0.14
```
Forces are in eV/Å.